DFT (ωB97M-V/def2-TZVPD) results for an isolated molecule of C4H6N2O at a distorted geometry.

Calculated values
**DFT total energy**: -9270.66309 eV
**SMILES**: [H]/N=C1\C=C(O)NC1
**Gap between HOMO and LUMO**: 0.3163 hartree
**HOMO level**: -8.04 eV
**Total charge**: 0

CARTESIAN COORDINATES (ANGSTROEM)
N -2.21874 0.56362 -0.25290
C -0.94157 0.36124 -0.28568
C -0.75065 -1.08883 -0.01209
N 0.62705 -1.13561 0.52681
C 1.20678 0.07007 0.25132
O 2.50402 0.20392 0.57476
C 0.34400 1.01027 -0.27089
H -2.62752 1.39471 -0.63549
H -1.87720 -1.01251 0.37161
H -0.79366 -1.67710 -0.93461
H 1.20580 -1.95830 0.63522
H 2.78577 1.10722 0.36812
H 0.54883 2.06903 -0.35592

Listed below, in e, are the Mulliken charges computed for each atom: atom 1 (N): -0.6605, atom 2 (C): 0.4898, atom 3 (C): -0.4688, atom 4 (N): -0.2525, atom 5 (C): 0.4554, atom 6 (O): -0.4807, atom 7 (C): -0.7421, atom 8 (H): 0.2005, atom 9 (H): 0.3109, atom 10 (H): 0.2230, atom 11 (H): 0.2557, atom 12 (H): 0.3363, atom 13 (H): 0.3331



DFT (ωB97M-V/def2-TZVPD) results for a structure of composition C4H6N2O at a distorted geometry.

Calculated values
**DFT total energy**: -9269.78160 eV
**Gap between HOMO and LUMO**: 0.3177 hartree
**HOMO level**: -7.91 eV
**Total charge**: 0

CARTESIAN COORDINATES (ANGSTROEM)
N 0.53688 0.27129 2.21465
C 0.13816 0.19220 0.85085
C -0.27787 1.45111 0.49376
N -0.48706 0.97342 -1.39037
C -0.30322 -0.32806 -1.32684
O -0.54062 -1.12877 -2.39906
C 0.11616 -0.83365 -0.08427
H 1.48046 -0.02514 2.40959
H -0.14047 -0.06033 2.88486
H 0.44175 2.26167 0.64989
H -0.88851 1.24225 -2.30899
H -0.40087 -2.04519 -2.11425
H 0.34825 -1.87216 0.09508

Listed below, in e, are the Mulliken charges computed for each atom: atom 1 (N): -0.4762, atom 2 (C): 0.4422, atom 3 (C): -0.4806, atom 4 (N): -0.3848, atom 5 (C): 0.5350, atom 6 (O): -0.5108, atom 7 (C): -0.6444, atom 8 (H): 0.2278, atom 9 (H): 0.2364, atom 10 (H): 0.2094, atom 11 (H): 0.2356, atom 12 (H): 0.3126, atom 13 (H): 0.2978



DFT (ωB97M-V/def2-TZVPD) results for a cluster of 2 separate species, C4H6N2O in total.

Calculated values
**DFT total energy**: -9271.47872 eV
**SMILES**: [H]/N=C1\C=CNC1=O.[H][H]
**Gap between HOMO and LUMO**: 0.3246 hartree
**HOMO level**: -9.13 eV
**Total charge**: 0

CARTESIAN COORDINATES (ANGSTROEM)
N 1.37853 -1.57492 -1.44242
C 0.64772 -1.07764 -0.53051
C 0.52117 0.44373 -0.37884
O 1.03209 1.31883 -1.03453
N -0.33506 0.60983 0.69966
C -0.74219 -0.62584 1.19940
C -0.19919 -1.65256 0.52314
H -0.36098 3.25057 -0.81020
H 1.34412 -2.59691 -1.40290
H -0.87608 3.75558 -0.62008
H -0.63324 1.51161 1.03488
H -1.42070 -0.65783 2.04360
H -0.35619 -2.70445 0.71880

Listed below, in e, are the Mulliken charges computed for each atom: atom 1 (N): -0.6185, atom 2 (C): 0.7024, atom 3 (C): 0.1875, atom 4 (O): -0.5271, atom 5 (N): 0.0050, atom 6 (C): -0.4804, atom 7 (C): -0.4388, atom 8 (H): -0.2364, atom 9 (H): 0.2586, atom 10 (H): 0.2154, atom 11 (H): 0.1989, atom 12 (H): 0.3847, atom 13 (H): 0.3487



DFT (ωB97M-V/def2-TZVPD) results for an isolated molecule of C4H6N2O at a distorted geometry.

Calculated values
**DFT total energy**: -9268.90558 eV
**SMILES**: C/C=N\N=C/C=O
**Gap between HOMO and LUMO**: 0.3000 hartree
**HOMO level**: -8.94 eV
**Total charge**: 0

CARTESIAN COORDINATES (ANGSTROEM)
C -2.34541 0.24526 0.16029
C -1.27815 -0.74930 -0.01548
C 1.74537 0.74512 -0.06518
C 2.60234 -0.43409 -0.14219
H -2.62198 0.21566 1.32850
H -1.62948 1.18610 0.09844
H -3.21742 0.31801 -0.58243
H -1.66948 -1.80903 -0.05291
H 2.05249 1.76371 -0.32929
H 2.19663 -1.54558 -0.51480
N -0.01920 -0.47414 -0.06809
N 0.44035 0.73365 -0.12885
O 3.74395 -0.19536 0.31200

Listed below, in e, are the Mulliken charges computed for each atom: atom 1 (C): -0.7602, atom 2 (C): 0.0242, atom 3 (C): -0.0938, atom 4 (C): 0.1597, atom 5 (H): 0.2172, atom 6 (H): 0.2887, atom 7 (H): 0.2895, atom 8 (H): 0.3089, atom 9 (H): 0.3391, atom 10 (H): 0.2877, atom 11 (N): -0.1440, atom 12 (N): -0.4594, atom 13 (O): -0.4577



DFT (ωB97M-V/def2-TZVPD) results for an isolated molecule of C4H6N2O at a distorted geometry.

Calculated values
**DFT total energy**: -9271.77034 eV
**SMILES**: [H]/N=C/OCCC#N
**Gap between HOMO and LUMO**: 0.4144 hartree
**HOMO level**: -10.56 eV
**Total charge**: 0

CARTESIAN COORDINATES (ANGSTROEM)
N 1.50857 0.31199 -1.70773
C 1.48745 0.21529 -0.45372
O 0.77864 1.06248 0.34235
C -0.63336 0.99587 0.24382
C -1.15950 -0.24151 0.99130
C -1.10890 -1.47082 0.19176
N -1.08348 -2.43404 -0.44826
H 2.10650 -0.43403 -2.05929
H 2.03254 -0.53024 0.13212
H -0.95603 1.00080 -0.80253
H -1.00450 1.89512 0.73956
H -0.55093 -0.38059 1.89186
H -2.19372 -0.08669 1.31451

Listed below, in e, are the Mulliken charges computed for each atom: atom 1 (N): -0.5892, atom 2 (C): 0.0882, atom 3 (O): -0.4144, atom 4 (C): -0.4588, atom 5 (C): -0.3938, atom 6 (C): 0.2202, atom 7 (N): -0.4118, atom 8 (H): 0.2680, atom 9 (H): 0.4408, atom 10 (H): 0.3605, atom 11 (H): 0.2930, atom 12 (H): 0.2642, atom 13 (H): 0.3329



DFT (ωB97M-V/def2-TZVPD) results for an isolated molecule of C4H6N2O at a distorted geometry.

Calculated values
**DFT total energy**: -9269.23047 eV
**SMILES**: CC1=C=C(N)ON1
**Gap between HOMO and LUMO**: 0.3262 hartree
**HOMO level**: -8.04 eV
**Total charge**: 0

CARTESIAN COORDINATES (ANGSTROEM)
C -2.15954 0.52525 0.09203
C -0.70387 0.17897 0.05782
N -0.42114 -0.84728 -0.91083
O 0.97420 -1.00997 -0.80779
C 1.36500 -0.10143 0.11841
N 2.69661 -0.05251 0.29814
C 0.36114 0.64716 0.76506
H -2.82945 -0.30912 -0.13999
H -2.44793 0.93842 1.05370
H -2.34991 1.28897 -0.66229
H 3.03204 0.71547 0.85973
H 3.31131 -0.40478 -0.42036
H -0.82845 -1.56913 -0.30363

Listed below, in e, are the Mulliken charges computed for each atom: atom 1 (C): -0.9906, atom 2 (C): 0.6729, atom 3 (N): -0.2000, atom 4 (O): -0.2810, atom 5 (C): 0.9309, atom 6 (N): -0.4033, atom 7 (C): -1.4603, atom 8 (H): 0.3353, atom 9 (H): 0.3271, atom 10 (H): 0.2229, atom 11 (H): 0.2820, atom 12 (H): 0.2521, atom 13 (H): 0.3118



DFT (ωB97M-V/def2-TZVPD) results for a cluster of 2 separate species, C4H6N2O in total at a distorted geometry.

Calculated values
**DFT total energy**: -9270.49401 eV
**SMILES**: C=C=CN.N=C=O
**Gap between HOMO and LUMO**: 0.3364 hartree
**HOMO level**: -8.36 eV
**Total charge**: 0

CARTESIAN COORDINATES (ANGSTROEM)
C -0.78862 1.50146 0.61190
C 0.41142 -0.80497 0.36500
C -0.28376 0.31370 0.43711
C -0.22222 0.13176 -2.36477
N 1.78626 -0.79959 0.46160
N -1.37875 -0.21510 -2.46887
O 0.87276 0.39548 -2.61864
H -1.09851 1.90657 1.59954
H -1.10938 2.03121 -0.34587
H -0.29845 -1.54589 -0.03696
H 2.29647 -1.38571 -0.15713
H 2.14517 0.09679 0.72966
H -1.98232 -0.14990 -1.69014

Listed below, in e, are the Mulliken charges computed for each atom: atom 1 (C): -0.5662, atom 2 (C): -0.1544, atom 3 (C): -0.1413, atom 4 (C): 0.6496, atom 5 (N): -0.4463, atom 6 (N): -0.5559, atom 7 (O): -0.4092, atom 8 (H): 0.2671, atom 9 (H): 0.1851, atom 10 (H): 0.3786, atom 11 (H): 0.2241, atom 12 (H): 0.2352, atom 13 (H): 0.3336



DFT (ωB97M-V/def2-TZVPD) results for an isolated molecule of C4H6N2O at a distorted geometry.

Calculated values
**DFT total energy**: -9272.36361 eV
**SMILES**: Cc1ncc(O)[nH]1
**Gap between HOMO and LUMO**: 0.3184 hartree
**HOMO level**: -7.96 eV
**Total charge**: 0

CARTESIAN COORDINATES (ANGSTROEM)
C -0.63890 0.71429 1.99139
C 0.08386 0.34855 0.74138
N 0.88446 1.08498 0.04514
C 0.88286 0.54681 -1.22212
C 0.19498 -0.62148 -1.28084
O 0.09357 -1.55676 -2.26044
N -0.37450 -0.81161 -0.05706
H -0.20238 1.49469 2.62541
H -0.68674 -0.22158 2.53384
H -1.65232 1.06714 1.75647
H 1.49975 0.97766 -1.97723
H 0.61231 -1.25913 -3.02452
H -0.69897 -1.76833 0.13149

Listed below, in e, are the Mulliken charges computed for each atom: atom 1 (C): -1.0388, atom 2 (C): 0.3843, atom 3 (N): -0.5416, atom 4 (C): -0.4338, atom 5 (C): 0.4469, atom 6 (O): -0.5181, atom 7 (N): -0.1428, atom 8 (H): 0.3149, atom 9 (H): 0.3036, atom 10 (H): 0.2415, atom 11 (H): 0.3947, atom 12 (H): 0.3190, atom 13 (H): 0.2701



DFT (ωB97M-V/def2-TZVPD) results for an isolated molecule of C4H6N2O.

Calculated values
**DFT total energy**: -9273.23742 eV
**SMILES**: Cc1c[nH]c(O)n1
**Gap between HOMO and LUMO**: 0.3294 hartree
**HOMO level**: -8.15 eV
**Total charge**: 0

CARTESIAN COORDINATES (ANGSTROEM)
C 2.05863 0.40436 0.15331
C 0.61447 0.03686 0.01897
C 0.06180 -1.14420 -0.37274
N -1.31438 -0.95670 -0.29420
C -1.49474 0.31238 0.12830
O -2.73990 0.78853 0.30136
N -0.37988 0.95409 0.33140
H 2.17120 1.48492 0.04868
H 2.66904 -0.08206 -0.61160
H 2.46218 0.12373 1.13153
H 0.49098 -2.08861 -0.67565
H -2.04078 -1.61248 -0.53138
H -2.63486 1.67119 0.68270

Listed below, in e, are the Mulliken charges computed for each atom: atom 1 (C): -1.0518, atom 2 (C): 0.6642, atom 3 (C): -0.5943, atom 4 (N): -0.0057, atom 5 (C): 0.3487, atom 6 (O): -0.5036, atom 7 (N): -0.6382, atom 8 (H): 0.3115, atom 9 (H): 0.3064, atom 10 (H): 0.2301, atom 11 (H): 0.3781, atom 12 (H): 0.1878, atom 13 (H): 0.3669